# C14H28FN2O4S

2 unconnected molecules or ions with the total composition C14H28FN2O4S in a non-equilibrium geometry (ωB97M-V/def2-TZVPD, the OMol25 dataset).

Calculated values
Calculated total energy: -39681.899 eV
Lowest unoccupied orbital energy: -3.609 eV
HOMO energy: -11.7508 eV
Orbital gap: 0.2992 Eh

```
! wB97M-V def2-TZVPD RIJCOSX def2/J DEFGRID3
* xyz 1 1
C -0.143 -0.777 3.797
C -1.473 -0.821 2.824
C -1.214 -1.962 1.676
C -0.109 -1.547 0.528
C -0.554 -0.438 -0.595
N 0.220 0.851 -0.750
C 0.601 1.478 0.573
C 2.206 1.222 0.790
C -0.265 -1.157 -2.077
C 0.251 -2.639 -1.568
C 0.612 -3.617 -2.839
N 0.307 -2.838 -0.206
C 0.771 -4.169 0.343
C 2.353 -4.149 0.880
F 2.648 -2.973 1.732
H 0.872 -0.631 3.211
H -0.218 0.001 4.679
H -0.074 -1.844 4.320
H -2.366 -1.205 3.518
H -1.808 0.225 2.416
H -2.242 -2.123 1.093
H -0.989 -2.968 2.232
H 0.858 -1.247 1.118
H -1.726 -0.424 -0.589
H -0.378 1.534 -1.282
H 0.469 2.656 0.434
H -0.079 1.185 1.479
H 2.329 0.581 1.761
H 2.580 0.578 -0.117
H 2.788 2.236 0.786
H -1.123 -1.143 -2.873
H 0.747 -0.680 -2.492
H 1.118 -2.966 -3.686
H -0.383 -4.116 -3.267
H 1.342 -4.506 -2.549
H 0.724 -5.057 -0.453
H 0.146 -4.560 1.270
H 3.008 -4.192 -0.091
H 2.455 -5.148 1.525
C -1.576 5.776 -0.642
C -0.507 6.022 -1.703
O -0.332 4.766 -2.355
S -1.754 3.968 -2.357
O -2.393 4.187 -3.636
O -1.541 2.652 -1.800
O -2.514 4.886 -1.245
H -1.152 5.279 0.237
H -2.072 6.700 -0.333
H 0.435 6.368 -1.272
H -0.853 6.745 -2.450
*
```